(1)
DFT (wB97M-V/def2-TZVPD) results for C3H5F in the gas phase in a non-equilibrium geometry.

```
9
C3H5F | the Open Molecules 2025 dataset | wB97M-V/def2-TZVPD
C 0.94638 0.51948 0.00043
C -0.56086 0.49593 -0.12518
C -1.22157 -0.72259 0.06938
H 1.55995 1.00518 -0.76130
H 1.55742 0.68183 1.13337
H -1.06099 1.45084 -0.03518
H -2.27212 -0.87617 0.04469
H -0.57299 -1.72946 -0.27297
F 1.62478 -0.82505 -0.05324
```

***

(2)
DFT (wB97M-V/def2-TZVPD) results for C3H5F in the gas phase in a non-equilibrium geometry.

```
9
C3H5F | the Open Molecules 2025 dataset | wB97M-V/def2-TZVPD
C 1.32616 -0.53436 0.00007
C 0.58203 0.76267 -0.07982
C -0.74033 0.63644 0.03444
H 2.20990 -0.12655 -0.40198
H 0.90595 -1.43098 -0.52724
H 1.66102 -0.75943 1.08595
H 1.04520 1.71452 0.06800
H -1.48584 1.41522 0.08079
F -1.26038 -0.66681 -0.00373
```

***

(3)
DFT (wB97M-V/def2-TZVPD) results for C3H5F2N in the gas phase in a non-equilibrium geometry.

```
11
C3H5F2N | the Open Molecules 2025 dataset | wB97M-V/def2-TZVPD
C 0.00781 -0.33738 0.29625
C 1.41806 -0.35026 -0.09846
C -0.92986 0.77766 -0.41016
N -0.39286 -1.18173 1.12588
F -2.02873 1.07070 0.30167
F -0.30850 1.93162 -0.61594
H 1.83154 0.14393 0.68888
H 1.43706 0.26547 -1.08787
H 1.60960 -1.40924 -0.14394
H -1.30284 0.32768 -1.39966
H -1.34128 -1.23844 1.34335
```

***

(4)
DFT (wB97M-V/def2-TZVPD) results for 2 unconnected molecules or ions with the total composition C3H5F2N in a non-equilibrium geometry.

```
11
C3H5F2N | the Open Molecules 2025 dataset | wB97M-V/def2-TZVPD
C 1.17772 -1.05925 0.07453
C 1.31294 -2.44412 -0.08242
C -0.92151 2.16270 0.75592
N -1.58023 1.80285 -0.36093
F 0.54279 -3.23661 -0.77824
F -1.24267 3.36522 1.23143
H 0.40546 -0.42336 -0.42319
H 1.76825 -0.48610 0.76190
H 2.04296 -3.03327 0.35528
H -2.31865 2.35646 -0.72705
H -1.18707 0.99549 -0.80723
```

***

What did we get for gap between HOMO and LUMO? Answer: 10.6; 10.7; 10.9; 10.2 eV, in the order shown.
What did we get for ΔE to the lowest compared entry with this formula, charge and spin? Answer: 1.909; 0.596; 0.343; 2.369 eV, in the order shown.